(1)
Below is a 40-piece molecular cluster, H80O40 overall, with properties calculated with ωB97M-V/def2-TZVPD.

The orbital gap comes out at 0.35950 Eh. Its strongest force on any atom is 4.86 eV Å⁻¹.

Structure (ORCA input):
```
! RIJCOSX wB97M-V def2-TZVPD def2/J DEFGRID3
* xyz 0 1
O -1.957 -0.359 -5.756
O -5.318 -2.637 -0.800
O -2.867 2.190 2.652
O -2.317 -1.308 0.592
O 1.043 0.151 -4.489
O -3.043 -0.617 3.354
O 4.303 -0.519 5.006
O 2.504 5.007 1.226
O -5.039 2.011 4.403
O 0.876 -6.290 -0.853
O 2.458 -0.469 3.058
O 0.491 0.154 0.572
O 0.275 -4.464 -2.412
O 2.467 1.304 -2.086
O -2.101 2.253 -4.998
O -2.143 -1.509 5.456
O -2.307 4.687 1.706
O -4.488 0.372 -3.774
O 1.770 0.934 6.039
O -1.215 1.547 -0.508
O 3.261 -4.937 0.670
O 5.181 3.861 0.429
O -4.598 -0.194 0.025
O 6.150 -1.460 1.124
O 5.428 1.637 3.460
O 4.943 2.362 -3.032
O -1.715 0.668 -2.789
O 1.367 -4.943 3.988
O 2.011 5.189 -2.923
O 1.015 -1.320 -2.075
O 2.363 3.128 -4.590
O 0.518 1.651 3.540
O -2.626 -1.943 -2.734
O 1.687 -2.116 0.959
O -1.843 -4.040 -4.226
O -0.542 -1.519 2.574
O -0.703 -2.833 -0.229
O -2.745 4.633 -1.176
O -1.081 4.278 -3.098
O -1.572 -4.360 2.600
H -1.054 2.255 -1.091
H -0.069 -2.370 2.991
H -1.576 -5.191 2.138
H -2.482 -4.044 2.656
H -1.979 1.964 -0.010
H -0.315 0.221 1.122
H 4.897 3.593 -0.423
H 5.042 -0.862 4.457
H -1.126 -1.946 1.979
H -1.702 2.814 -5.642
H 2.773 4.213 0.799
H 1.289 2.121 3.886
H 0.453 -5.230 3.956
H 1.334 -1.261 0.674
H 3.576 -0.413 4.431
H -2.827 5.501 -1.545
H -1.242 -1.481 5.088
H -2.159 -3.246 -3.792
H 1.421 -4.511 3.086
H 6.005 -1.111 0.243
H -5.274 -3.438 -0.230
H -0.774 -2.111 -0.857
H 5.214 2.479 3.891
H -0.520 -4.917 -2.707
H -2.370 2.806 -4.264
H 1.928 0.530 -2.038
H -0.998 5.086 -3.654
H -3.367 -1.366 -2.590
H 4.247 -4.858 0.881
H 1.315 0.326 5.436
H -4.782 1.030 -4.375
H -2.021 4.289 2.562
H -2.102 -2.227 6.075
H -4.553 2.324 3.668
H -1.995 0.552 -5.537
H -2.142 -0.677 3.634
H -4.694 0.181 -0.850
H 1.305 -0.437 -5.224
H -1.453 -0.993 0.411
H 1.437 -2.019 -2.651
H 5.995 -0.755 1.757
H 0.238 -0.046 -0.383
H 2.777 2.668 -3.882
H -3.486 -0.752 4.183
H -4.354 -2.584 -1.050
H -2.604 -1.004 -5.477
H 2.726 5.708 -2.456
H -2.936 -0.905 -0.167
H -3.096 1.212 2.740
H 5.863 3.205 0.809
H -3.140 4.239 1.467
H -3.500 0.550 -3.539
H -2.111 -2.184 -1.968
H 2.995 -4.004 0.666
H 0.609 0.720 3.299
H 2.145 -0.081 2.220
H 1.742 4.801 1.826
H 2.188 4.292 -3.387
H -3.530 4.809 -0.607
H -2.313 -4.115 -5.038
H 4.660 1.110 3.056
H 1.276 -2.798 0.441
H -0.253 -3.405 -0.881
H -5.191 -0.926 0.123
H 5.783 1.996 -3.233
H 0.434 -6.790 -0.086
H 2.093 -1.343 2.722
H 4.512 1.864 -2.427
H -1.888 2.159 2.873
H -1.567 1.506 -3.307
H 1.752 -6.617 -0.508
H 1.310 1.017 -4.795
H 0.957 -0.736 -2.848
H 2.989 3.408 -5.278
H 2.388 1.929 -1.398
H 2.710 1.035 5.952
H -0.146 4.524 -2.724
H 0.592 -4.368 -3.332
H -0.896 0.207 -2.818
H -5.026 1.032 4.405
*
```

***

(2)
Below is C3H2AlO3 as an isolated structure, with properties calculated with ωB97M-V/def2-TZVPD.

The orbital gap (alpha / beta) comes out at 0.28119 / 0.28044 Eh. Its strongest force on any atom is 5.69 eV Å⁻¹.

Structure (ORCA input):
```
! RIJCOSX wB97M-V def2-TZVPD def2/J DEFGRID3
* xyz 1 1
Al 1.184 1.512 0.651
O 2.196 0.075 0.292
O -1.553 0.228 -0.977
O -0.460 1.078 0.829
C -0.768 0.057 0.101
C 1.561 -1.066 0.134
C 0.122 -1.030 0.123
H -1.919 1.120 -1.012
H -0.364 -1.974 -0.141
*
```

***

(3)
Below is one molecule with the formula C6H10NO2P, with properties calculated with ωB97M-V/def2-TZVPD.

The orbital gap comes out at 0.33517 Eh. Its strongest force on any atom is 5.06 eV Å⁻¹.

Structure (ORCA input):
```
! RIJCOSX wB97M-V def2-TZVPD def2/J DEFGRID3
* xyz 0 1
P 0.668 -3.802 -0.929
O -0.475 -4.119 -0.064
O 1.677 -2.661 -0.176
N 0.201 -0.762 -0.414
C -0.977 0.001 -1.006
C -0.393 1.901 0.629
C 0.508 -1.746 -1.116
C 0.596 -0.362 0.908
C -0.708 1.591 -0.837
C 0.831 1.109 1.064
H -0.225 -0.705 1.468
H 1.652 1.591 0.397
H -1.765 -0.394 -0.492
H -1.106 -0.164 -2.101
H 1.545 -1.064 1.250
H -1.256 1.399 1.243
H 1.214 1.319 2.175
H -0.220 2.911 0.802
H -1.719 1.931 -1.238
H -0.048 2.023 -1.563
*
```

***

(4)
Below is one molecule with the formula C4H9NO2, with properties calculated with ωB97M-V/def2-TZVPD.

The orbital gap comes out at 0.36601 Eh. Its strongest force on any atom is 0.37 eV Å⁻¹. Its SMILES is NC(=O)CCCO.

Structure (ORCA input):
```
! RIJCOSX wB97M-V def2-TZVPD def2/J DEFGRID3
* xyz 0 1
O 0.014 2.373 1.862
O -1.076 -0.825 -1.458
N -1.287 1.382 0.303
C 0.880 0.368 0.913
C 0.287 -1.116 -1.158
C -0.175 1.461 1.072
C 0.512 -1.009 0.347
H -0.371 -1.421 0.851
H 1.287 0.243 1.921
H 0.958 -0.426 -1.693
H 0.518 -2.137 -1.491
H 1.344 -1.679 0.594
H -1.437 0.643 -0.374
H 1.696 0.806 0.320
H -1.181 -0.779 -2.416
H -1.968 2.118 0.410
*
```

***

(5)
Below is a 2-piece molecular cluster, C6H15NO overall, with properties calculated with ωB97M-V/def2-TZVPD.

The orbital gap comes out at 0.38300 Eh. Its strongest force on any atom is 2.92 eV Å⁻¹. Its SMILES is CCC(N)=O.CCC.

Structure (ORCA input):
```
! RIJCOSX wB97M-V def2-TZVPD def2/J DEFGRID3
* xyz 0 1
O -3.031 2.458 -0.368
N -0.826 2.067 -0.691
C 2.693 0.024 0.453
C -2.050 1.779 -0.145
C 1.837 -2.166 -0.600
C -1.911 0.737 0.932
C -2.643 -0.507 0.268
C 1.564 -0.671 -0.271
H 1.653 -2.789 0.284
H 1.049 -2.435 -1.309
H -2.128 -1.416 0.612
H 2.854 -2.238 -1.021
H -2.629 -0.510 -0.821
H 3.145 -0.612 1.232
H -3.685 -0.317 0.523
H 2.471 1.011 0.885
H 0.009 1.647 -0.308
H 3.564 0.188 -0.188
H 0.567 -0.653 0.200
H -0.586 2.752 -1.386
H 1.453 -0.105 -1.202
H -0.858 0.579 1.192
H -2.513 1.177 1.730
*
```

***

(6)
Below is C2H4N2O2S as an isolated structure, with properties calculated with ωB97M-V/def2-TZVPD.

The orbital gap comes out at 0.21610 Eh. Its strongest force on any atom is 5.68 eV Å⁻¹.

Structure (ORCA input):
```
! RIJCOSX wB97M-V def2-TZVPD def2/J DEFGRID3
* xyz -2 1
S 2.254 -1.873 0.353
O -1.967 0.793 1.132
O -2.243 2.170 -1.419
N -1.031 0.740 0.249
N -0.833 1.215 -0.875
C 1.037 -0.740 -0.464
C 0.118 -0.185 0.670
H 1.693 0.049 -1.046
H 0.538 -1.404 -1.217
H 0.829 0.172 1.444
H -0.395 -0.937 1.174
*
```

***

Q: The lowest strongest force on any atom belongs to which entry?
A: C4H9NO2

***

What did the second record say?
Below is C3H2AlO3 as an isolated structure, with properties calculated with ωB97M-V/def2-TZVPD.

The orbital gap (alpha / beta) comes out at 0.28119 / 0.28044 Eh. Its strongest force on any atom is 5.69 eV Å⁻¹.

Structure (ORCA input):
```
! RIJCOSX wB97M-V def2-TZVPD def2/J DEFGRID3
* xyz 1 1
Al 1.184 1.512 0.651
O 2.196 0.075 0.292
O -1.553 0.228 -0.977
O -0.460 1.078 0.829
C -0.768 0.057 0.101
C 1.561 -1.066 0.134
C 0.122 -1.030 0.123
H -1.919 1.120 -1.012
H -0.364 -1.974 -0.141
*
```